DFT (ωB97M-V/def2-TZVPD) results for C3H2N4 in the gas phase at a distorted geometry.

The multiplicity is 1. The relative energy (zero: lowest compared OMol25 entry of this formula, charge and spin) is 258.8 kJ/mol. As for the HOMO energy: -11.21 eV. The total energy comes out at -9100.209 eV. For the LUMO energy, the calculation gives -1.0 eV. The total charge is 0. Its structure (SMILES) is N#CC1=NN=NC1.

The geometry in XYZ format:
```
9
Properties=species:S:1:pos:R:3:forces:R:3
N 3.049072 0.059295 -0.066397 -1.273 0.101 0.125
C 1.901719 0.180540 0.029365 0.853 -0.088 -0.194
C 0.470551 0.295618 0.127894 -0.283 0.099 -0.307
N -0.121851 1.383191 0.514389 0.495 -0.107 -0.120
N -1.486865 1.140438 0.498351 -0.297 -0.200 0.600
N -1.756299 -0.068002 0.274236 -0.394 0.400 0.926
C -0.538053 -0.716994 -0.165741 -0.315 0.006 -0.286
H -0.379140 -1.795376 -0.113099 -0.217 0.349 0.275
H -1.139136 -0.478708 -1.099002 1.431 -0.562 -1.020
```
Positions in Å, forces in eV/Å.

DFT (ωB97M-V/def2-TZVPD) results for 2 unconnected molecules or ions with the total composition C4H13N2 at a distorted geometry.

The multiplicity is 2. The relative energy (zero: lowest compared OMol25 entry of this formula, charge and spin) is 228.3 kJ/mol. As for the HOMO energy (spin up / spin down): -2.80 / -7.83 eV. The total energy comes out at -7334.915 eV. For the LUMO energy (spin up / spin down), the calculation gives 0.1 / 0.1 eV. The total charge is 0.

The geometry in XYZ format:
```
19
Properties=species:S:1:pos:R:3:forces:R:3
C 0.018662 0.936451 -2.330275 -0.178 0.283 0.243
C 1.185019 0.085511 -1.853711 0.434 0.750 0.268
N 1.268176 0.139547 -0.350169 0.916 0.446 -0.972
H -0.077474 0.884878 -3.410953 0.206 0.085 -0.122
H -0.936253 0.583544 -1.931342 0.193 -0.041 0.186
H 0.140083 1.994628 -2.030317 -0.012 -0.460 -0.201
H 1.060471 -0.949563 -2.139087 0.041 -0.229 0.005
H 2.159222 0.469707 -2.228125 -0.672 -0.348 0.034
H 1.352111 1.112634 -0.054688 0.064 -0.141 0.084
H 2.080308 -0.379607 -0.010662 -0.243 0.108 0.062
H 0.389427 -0.239482 0.122040 -1.718 -0.910 1.213
C -0.364234 0.042676 2.452425 -1.040 -1.089 -0.386
C -1.920187 -1.368103 1.374232 -3.531 -1.894 0.909
N -0.818825 -0.694550 1.258179 4.267 2.621 -0.240
H 0.649576 -0.265757 2.719902 0.194 -0.020 0.285
H -1.035305 -0.119863 3.350112 0.662 0.197 -0.862
H -0.340196 1.096695 2.209274 -0.006 0.681 0.281
H -2.288606 -1.943900 0.535988 -0.077 -0.074 -0.020
H -2.521974 -1.385445 2.317176 0.500 0.034 -0.768
```
Positions in Å, forces in eV/Å.

DFT (ωB97M-V/def2-TZVPD) results for C2H4O2 in the gas phase at a distorted geometry.

The multiplicity is 1. The relative energy (zero: lowest compared OMol25 entry of this formula, charge and spin) is 464.6 kJ/mol. As for the HOMO energy: -9.95 eV. The total energy comes out at -6229.492 eV. For the LUMO energy, the calculation gives 1.1 eV. The total charge is 0. Its structure (SMILES) is CC1OO1.

The geometry in XYZ format:
```
8
Properties=species:S:1:pos:R:3:forces:R:3
C 0.730202 -0.042832 0.364736 0.571 0.968 -1.362
C -0.473340 0.065802 -0.492028 -2.272 -3.027 -0.199
O -1.677078 -0.402202 0.275223 1.068 -1.141 -0.892
O -1.466596 0.939763 -0.122789 0.684 1.856 -0.793
H 1.448062 0.675218 0.029419 0.181 1.715 0.368
H 1.408018 -0.813944 0.138500 -0.043 -2.213 -0.335
H 0.513721 -0.032573 1.401174 -0.246 0.373 0.834
H -0.482990 -0.389234 -1.594232 0.058 1.469 2.380
```
Positions in Å, forces in eV/Å.

DFT (ωB97M-V/def2-TZVPD) results for C2H4ClNO in the gas phase at a distorted geometry.

The multiplicity is 1. The relative energy (zero: lowest compared OMol25 entry of this formula, charge and spin) is 105.6 kJ/mol. As for the HOMO energy: -10.14 eV. The total energy comes out at -18197.993 eV. For the LUMO energy, the calculation gives 0.8 eV. The total charge is 0. Its structure (SMILES) is [H]/N=C(\Cl)OC.

The geometry in XYZ format:
```
9
Properties=species:S:1:pos:R:3:forces:R:3
H -0.858627 -1.718923 -2.095207 0.669 -0.593 -0.125
N -0.404425 -1.211184 -1.340719 -2.429 1.299 -0.415
C -1.132992 -0.129579 -1.286379 2.583 -3.644 -1.239
Cl -2.269336 0.234021 -2.564490 -0.243 0.429 0.662
O -0.891436 0.764616 -0.417456 -0.363 2.645 1.394
C 0.319708 0.617526 0.377201 0.076 -0.846 -0.279
H 0.129539 -0.120770 1.199431 0.060 1.008 -0.478
H 0.583133 1.656061 0.690687 -0.170 -1.145 -0.124
H 1.048665 0.098380 -0.288867 -0.182 0.848 0.604
```
Positions in Å, forces in eV/Å.

Which formula does entry 1 have? C3H2N4

Look up the relative energy (zero: lowest compared OMol25 entry of this formula, charge and spin) of the third one. 464.6 kJ/mol

Look up the relative energy (zero: lowest compared OMol25 entry of this formula, charge and spin) of the first one. 258.8 kJ/mol